Entry from the Open Molecules 2025 dataset: a cluster of 8 separate species, C18H38BF4N3O10S3 in total (ωB97M-V/def2-TZVPD).

Structure (ORCA input):
```
! wB97M-V def2-TZVPD RIJCOSX def2/J DEFGRID3
* xyz 0 1
N -2.636 0.835 -1.106
H -3.088 1.737 -1.082
H -3.268 0.071 -1.298
H -2.250 0.765 -0.175
H -1.817 0.816 -1.697
N -1.046 -3.275 1.059
H -0.546 -3.688 1.834
H -0.995 -3.839 0.222
H -0.730 -2.353 0.795
H -2.017 -3.255 1.336
N -0.038 2.332 2.209
H -1.027 2.127 2.226
H 0.407 2.748 3.015
H 0.024 2.971 1.429
H 0.479 1.479 2.051
C -6.779 -2.007 1.294
C -6.569 -1.638 0.022
C -5.197 -1.489 -0.565
O -4.909 -1.055 -1.753
C -4.112 -1.744 0.221
C -4.277 -2.232 1.584
C -5.679 -2.343 2.214
O -5.795 -2.763 3.372
O -3.162 -2.462 2.161
O -7.635 -1.525 -0.620
H -7.767 -2.305 1.612
H -3.160 -1.674 -0.284
B -0.113 -0.634 0.113
F 0.980 -1.443 0.125
F 0.390 0.609 -0.084
F -0.977 -1.014 -0.826
F -0.743 -0.706 1.381
C 0.826 -0.173 -5.991
C 0.404 -1.010 -4.791
C 0.581 -0.175 -3.491
S -0.032 1.540 -3.937
O 1.049 2.442 -3.627
O -1.340 1.549 -3.396
C -0.032 1.195 -5.714
H 0.434 -0.694 -6.864
H 1.892 0.036 -6.084
H 0.975 -1.936 -4.856
H -0.632 -1.287 -4.990
H 1.634 -0.011 -3.262
H 0.254 -0.593 -2.539
H 0.408 2.052 -6.224
H -1.093 1.257 -5.953
C 2.406 4.092 -0.689
C 3.164 5.204 -1.335
C 3.954 4.598 -2.570
S 4.453 2.839 -2.005
O 5.845 2.894 -1.563
O 3.990 1.729 -2.888
C 3.307 2.885 -0.542
H 1.626 3.676 -1.327
H 1.892 4.298 0.250
H 3.883 5.619 -0.628
H 2.368 5.877 -1.652
H 4.790 5.147 -3.004
H 3.141 4.348 -3.252
H 4.028 3.027 0.264
H 2.939 1.922 -0.188
C 1.661 -2.559 6.130
C 1.305 -1.241 5.326
C 1.765 -1.288 3.962
S 1.830 -3.084 3.545
O 2.892 -3.200 2.605
O 0.560 -3.692 3.331
C 2.296 -3.589 5.165
H 0.795 -2.996 6.626
H 2.443 -2.395 6.871
H 1.793 -0.412 5.839
H 0.228 -1.078 5.347
H 2.703 -0.771 3.759
H 1.204 -0.813 3.156
H 3.383 -3.626 5.096
H 2.075 -4.648 5.300
*
```

## Properties
HOMO level   -4.908 eV
DFT total energy   -3244.15054 a.u.
ΔE to the lowest compared entry with this formula, charge and spin   0.0 kcal/mol

Mulliken atomic charge list, values in e, 4 entries:
1 N -0.032
2 H 0.376
3 H 0.174
4 H 0.289